No. 1
A 2-piece molecular cluster, C5H14N3 overall at a distorted geometry, computed with wB97M-V/def2-TZVPD.

Positions of all 22 atoms, in Å:
1 C 0.88 0.97 -2.02
2 N 3.01 0.07 0.84
3 C 2.53 0.41 -0.35
4 N 1.29 0.48 -0.70
5 H 0.18 0.24 -2.49
6 H 1.76 1.12 -2.65
7 H 0.32 1.87 -1.80
8 H 2.44 -0.43 1.53
9 H 4.01 0.15 0.99
10 H 3.29 0.70 -1.02
11 H 0.56 0.17 0.02
12 N -3.21 0.61 0.59
13 C -2.12 -0.22 0.05
14 C -0.84 -2.02 1.32
15 C -1.17 -0.72 1.12
16 H -3.72 1.14 -0.17
17 H -2.82 1.31 1.19
18 H -1.50 0.34 -0.65
19 H -2.54 -1.07 -0.51
20 H -0.23 -2.32 2.14
21 H -1.28 -2.80 0.68
22 H -0.82 0.00 1.87

Summary:
Largest force on an atom: 0.036 Eh/bohr
LUMO level: -3.29 eV
HOMO level: -12.371 eV
Charge: +1


No. 2
A 2-piece molecular cluster, C5H14N3O overall at a distorted geometry, computed with wB97M-V/def2-TZVPD.

Positions of all 23 atoms, in Å:
1 C -1.26 -0.13 -2.24
2 C -0.99 -1.79 -0.41
3 C 1.78 0.86 1.43
4 C -0.69 1.02 1.96
5 C 0.20 0.44 -0.35
6 N 2.32 -0.32 -1.15
7 N -0.83 -0.34 -0.86
8 N 0.45 0.34 1.10
9 O 2.26 -1.13 -1.98
10 H -2.31 -0.40 -2.15
11 H -1.32 0.95 -2.52
12 H -0.88 -0.63 -3.07
13 H 0.06 -2.22 -0.09
14 H -1.62 -1.98 0.40
15 H -1.43 -2.18 -1.27
16 H 2.45 0.24 2.04
17 H 2.50 1.01 0.54
18 H 1.57 1.81 1.80
19 H -0.48 2.14 1.93
20 H -1.69 0.79 1.49
21 H -0.71 0.82 3.04
22 H 0.33 1.35 -0.91
23 H 0.29 -0.64 1.26

Summary:
Largest force on an atom: 0.081 Eh/bohr
LUMO level (spin up / spin down): -3.74 / -3.84 eV
HOMO level (spin up / spin down): -10.685 / -10.668 eV
Charge: +1


No. 3
C5H14N3O as an isolated structure at a distorted geometry, computed with wB97M-V/def2-TZVPD.

Positions of all 23 atoms, in Å:
1 C 1.90 0.04 0.01
2 C 2.74 -0.73 0.93
3 C -1.09 0.83 -1.30
4 C -2.10 -0.44 0.37
5 C -0.56 1.52 1.03
6 N 0.12 -1.55 -0.95
7 N 0.19 -0.68 0.12
8 N -0.89 0.36 0.12
9 O 2.16 0.72 -0.92
10 H 2.11 -1.11 1.70
11 H 3.19 -1.57 0.34
12 H 3.44 -0.01 1.35
13 H -1.70 1.70 -1.45
14 H -0.16 0.99 -1.83
15 H -1.47 -0.03 -1.86
16 H -2.51 -0.58 1.37
17 H -2.91 -0.04 -0.22
18 H -2.14 -1.42 -0.14
19 H -0.52 1.12 2.08
20 H 0.40 1.92 0.74
21 H -1.25 2.39 0.91
22 H 0.73 -2.21 -0.54
23 H 0.32 -1.20 -1.87

Summary:
Largest force on an atom: 0.081 Eh/bohr
LUMO level: -3.25 eV
HOMO level: -12.926 eV
Charge: +1


No. 4
A 2-piece molecular cluster, C5H14N3O overall at a distorted geometry, computed with wB97M-V/def2-TZVPD.

Positions of all 23 atoms, in Å:
1 C -0.02 0.41 -1.69
2 C -0.33 -1.25 0.15
3 C 2.30 1.29 -0.48
4 C 2.14 -0.61 1.18
5 C 0.51 -0.20 -0.51
6 N -3.92 -0.15 0.87
7 N -2.86 0.47 1.01
8 N 1.59 0.14 0.02
9 O -4.85 -0.07 0.06
10 H -0.27 1.41 -1.62
11 H -0.87 -0.06 -2.05
12 H 0.67 0.32 -2.46
13 H 0.08 -2.25 0.47
14 H -1.31 -1.16 -0.37
15 H -0.49 -0.82 1.12
16 H 1.78 2.15 -0.16
17 H 3.31 1.36 -0.06
18 H 2.48 0.89 -1.49
19 H 2.24 -1.68 0.81
20 H 3.10 -0.19 1.33
21 H 1.49 -0.47 2.01
22 H -2.71 1.20 0.21
23 H -4.06 -0.71 1.68

Summary:
Largest force on an atom: 0.077 Eh/bohr
LUMO level: -3.63 eV
HOMO level: -13.498 eV
Charge: +1


No. 5
A 2-piece molecular cluster, C5H14N3P overall at a distorted geometry, computed with wB97M-V/def2-TZVPD.

Positions of all 23 atoms, in Å:
1 C -0.13 2.22 -1.45
2 C -2.20 0.99 -1.40
3 C 1.43 -0.78 2.67
4 C 0.13 -0.18 -0.60
5 C -0.81 1.17 -0.64
6 N 0.99 2.14 -1.98
7 N 0.19 -3.36 1.44
8 N -0.26 -1.20 0.28
9 P 0.84 -1.92 1.29
10 H -0.74 3.12 -1.89
11 H -2.79 1.97 -1.41
12 H -2.01 0.49 -2.43
13 H -2.72 0.26 -0.75
14 H 0.64 -0.82 3.49
15 H 2.38 -1.11 3.10
16 H 1.65 0.25 2.33
17 H 0.18 -0.45 -1.67
18 H 1.15 0.22 -0.32
19 H -1.00 1.49 0.40
20 H 1.20 2.85 -2.66
21 H 0.73 -3.80 2.12
22 H -1.11 -1.76 0.16
23 H 2.26 -1.80 -0.08

Summary:
Largest force on an atom: 0.074 Eh/bohr
LUMO level: 0.81 eV
HOMO level: -8.595 eV
Charge: 0


No. 6
A 2-piece molecular cluster, C5H14N3P overall at a distorted geometry, computed with wB97M-V/def2-TZVPD.

Positions of all 23 atoms, in Å:
1 C 0.24 2.02 0.70
2 C 1.24 0.85 0.76
3 C -1.08 1.59 0.07
4 C 2.20 -0.69 -0.92
5 C -2.65 -0.61 -0.80
6 N 1.03 -0.06 -0.35
7 N -0.05 -0.78 -0.38
8 N 0.49 -2.40 1.09
9 P -1.38 -0.21 0.49
10 H 0.07 2.38 1.72
11 H 0.68 2.84 0.13
12 H 2.27 1.21 0.75
13 H 1.06 0.27 1.68
14 H -1.91 2.20 0.43
15 H -1.04 1.68 -1.03
16 H 2.69 -1.31 -0.17
17 H 1.87 -1.33 -1.73
18 H 2.89 0.07 -1.29
19 H -2.78 -1.69 -0.82
20 H -2.33 -0.26 -1.78
21 H -3.59 -0.15 -0.52
22 H 0.47 -3.13 0.38
23 H -0.40 -2.49 1.59

Summary:
Largest force on an atom: 0.034 Eh/bohr
LUMO level (spin up / spin down): 0.76 / 0.70 eV
HOMO level (spin up / spin down): -8.180 / -6.785 eV
Charge: 0


No. 7
One molecule with the formula C5H14N3P at a distorted geometry, computed with wB97M-V/def2-TZVPD.

Positions of all 23 atoms, in Å:
1 H -3.53 0.64 3.01
2 N -2.78 0.16 2.57
3 C -2.41 0.39 1.45
4 C -1.27 -0.41 0.89
5 C -1.67 -1.12 -0.38
6 C -0.23 0.67 0.55
7 N 1.13 -0.04 0.36
8 P 1.88 -0.25 -1.11
9 C 2.71 1.31 -1.51
10 N 2.85 -1.47 -1.00
11 H -2.82 0.96 0.69
12 H -0.91 -1.06 1.68
13 H -1.80 -0.20 -1.12
14 H -0.78 -1.76 -0.62
15 H -2.54 -1.84 -0.38
16 H -0.28 1.31 -0.27
17 H -0.10 1.20 1.52
18 H 1.11 -0.86 1.04
19 H 0.65 0.01 -1.86
20 H 3.49 1.52 -0.88
21 H 3.12 1.30 -2.51
22 H 1.78 1.96 -1.39
23 H 2.40 -2.39 -0.75

Summary:
Largest force on an atom: 0.097 Eh/bohr
LUMO level: 0.86 eV
HOMO level: -8.914 eV
Charge: 0
SMILES: [H]/N=C/[C@@H](C)CN[P@@H](C)=N


No. 8
A 2-piece molecular cluster, C5H14N4 overall at a distorted geometry, computed with wB97M-V/def2-TZVPD.

Positions of all 23 atoms, in Å:
1 C 1.37 -1.58 0.99
2 C -2.69 -0.09 -1.13
3 C 2.00 1.55 0.24
4 N 0.22 -0.71 0.95
5 N -1.65 0.06 -0.12
6 N 1.04 1.06 1.21
7 C -0.47 -0.66 -0.24
8 N -1.55 1.25 0.54
9 C -0.06 -1.21 -1.44
10 H 1.31 1.13 2.19
11 H -2.49 1.62 0.68
12 H 0.03 1.38 1.12
13 H 2.13 -1.37 0.23
14 H 1.82 -1.52 1.98
15 H 1.02 -2.61 0.84
16 H -2.45 0.48 -2.04
17 H -2.81 -1.14 -1.38
18 H -3.62 0.30 -0.72
19 H 1.99 2.65 0.18
20 H 3.01 1.22 0.47
21 H 1.74 1.16 -0.75
22 H 0.73 -1.93 -1.48
23 H -0.62 -1.04 -2.35

Summary:
Largest force on an atom: 0.046 Eh/bohr
LUMO level (spin up / spin down): 0.74 / 0.22 eV
HOMO level (spin up / spin down): -7.268 / -6.216 eV
Charge: 0


No. 9
A 2-piece molecular cluster, C5H14N4 overall at a distorted geometry, computed with wB97M-V/def2-TZVPD.

Positions of all 23 atoms, in Å:
1 C -1.69 1.03 0.13
2 C -1.32 -0.16 -0.39
3 C -1.81 -1.46 0.18
4 N -0.47 -0.32 -1.46
5 C 0.24 0.81 -2.02
6 H -1.48 1.96 -0.37
7 H -2.53 1.06 0.81
8 H -0.99 -2.01 0.64
9 H -2.25 -2.07 -0.60
10 H -2.56 -1.28 0.95
11 H 0.11 -1.14 -1.37
12 H -0.48 1.55 -2.38
13 H 0.84 0.47 -2.86
14 H 0.90 1.29 -1.29
15 N 0.68 1.38 1.89
16 C 1.55 0.46 1.38
17 N 1.14 -0.70 1.02
18 N 2.00 -1.51 0.29
19 H -0.33 1.20 1.52
20 H 0.98 2.33 1.80
21 H 2.58 0.80 1.18
22 H 2.98 -1.22 0.33
23 H 1.91 -2.47 0.62

Summary:
Largest force on an atom: 0.046 Eh/bohr
LUMO level: 1.04 eV
HOMO level: -7.789 eV
Charge: 0
SMILES: C=C(C)NC.N/C=N/N


No. 10
C5H14N4 as an isolated structure at a distorted geometry, computed with wB97M-V/def2-TZVPD.

Positions of all 23 atoms, in Å:
1 C 0.14 -1.69 0.01
2 C 1.59 0.74 0.32
3 C 1.47 -2.17 -0.49
4 N 0.36 0.24 -0.31
5 C -0.87 0.78 0.27
6 C -1.72 -0.14 0.73
7 N 0.49 0.44 -1.74
8 N -1.05 2.20 0.29
9 N -2.77 0.20 1.53
10 H 0.53 1.45 -1.92
11 H -0.38 0.10 -2.14
12 H -1.14 2.64 -0.62
13 H -0.40 2.72 0.87
14 H -3.05 1.17 1.60
15 H -3.51 -0.47 1.67
16 H -0.71 -1.86 -0.65
17 H -0.07 -2.00 1.02
18 H 1.56 0.49 1.38
19 H 1.67 1.82 0.21
20 H 2.46 0.30 -0.16
21 H 2.27 -1.99 0.22
22 H 1.39 -3.26 -0.61
23 H 1.74 -1.73 -1.45

Summary:
Largest force on an atom: 0.041 Eh/bohr
LUMO level: 0.75 eV
HOMO level: -6.291 eV
Charge: 0


No. 11
One molecule with the formula C5H14N4 at a distorted geometry, computed with wB97M-V/def2-TZVPD.

Positions of all 23 atoms, in Å:
1 C 1.17 1.07 1.71
2 C 0.38 0.47 0.58
3 N -0.44 1.23 -0.02
4 N -1.11 0.62 -1.16
5 C -2.52 0.47 -0.85
6 N -0.96 1.45 -2.29
7 C 0.62 -1.10 0.05
8 C 0.60 -2.03 1.25
9 N 1.87 -1.20 -0.66
10 H 0.96 0.52 2.63
11 H 2.24 0.99 1.51
12 H 0.90 2.12 1.85
13 H -2.99 1.43 -0.55
14 H -3.00 0.05 -1.73
15 H -2.61 -0.23 -0.01
16 H 0.03 1.48 -2.52
17 H -1.27 2.41 -2.09
18 H -0.16 -1.40 -0.65
19 H 0.66 -3.07 0.91
20 H 1.44 -1.82 1.91
21 H -0.33 -1.92 1.80
22 H 1.84 -0.69 -1.54
23 H 2.65 -0.87 -0.10

Summary:
Largest force on an atom: 0.050 Eh/bohr
LUMO level: 0.96 eV
HOMO level: -8.119 eV
Charge: 0
SMILES: C/C(=N/N(C)N)[C@H](C)N


Respective energy above the lowest of the compared OMol25 structures with the same formula, charge and spin values: 46.99, 164.03, 117.79, 118.44, 26.52, 33.05, 5.01, 120.05, 36.12, 124.90, 48.00 kcal/mol.